ORCA calculation (ωB97M-V/def2-TZVPD) on a cluster of 19 separate species, C76H209N19O19 in total in a non-equilibrium geometry.

Geometry as XYZ:
```
323
Properties=species:S:1:pos:R:3:forces:R:3:mulliken_charge:R:1
O -2.400545 1.983537 -4.510122 -0.241 1.442 -1.710 -0.613
O -0.065014 7.099940 2.189832 -0.671 0.027 0.599 0.328
O 3.853238 -5.596104 0.160013 -0.336 2.502 1.249 -0.298
O -4.330737 -2.579530 -3.334742 1.074 -0.126 -1.289 0.207
O -3.654111 7.221202 2.447773 0.709 -0.682 -1.823 -0.283
O 4.864381 1.649246 5.628571 -0.382 0.500 0.931 -0.391
O 5.824662 2.774251 -4.180110 -1.886 0.284 1.112 -0.300
O 0.866811 -5.101891 -2.830631 -0.468 0.404 0.965 -0.295
O -4.143132 0.005123 4.558713 -0.124 1.380 0.302 -0.335
O -0.194653 -6.712805 2.679313 0.791 -0.870 -0.847 -0.043
O 3.266505 4.784867 7.197619 -0.934 -1.415 -1.247 -0.441
O 2.859267 -2.699494 -6.255104 -0.746 -0.208 -1.414 -0.232
O -9.326044 -1.931012 4.724948 0.068 0.931 -1.084 -0.457
O 0.115857 -2.139675 6.969390 -2.092 0.420 -0.369 -0.354
O -3.143427 -8.855167 -4.247451 2.980 -0.598 0.331 -0.240
O -0.947603 -1.121356 0.062241 -0.213 0.850 0.573 0.937
O -7.089347 -0.077667 0.349553 -1.227 -0.589 -0.831 0.018
O 0.819737 6.679514 -2.918370 0.239 -0.326 0.132 -0.335
O 6.403862 5.957802 -1.131779 -1.462 0.704 2.358 -0.402
N -4.131572 -5.002229 -2.077487 2.102 -1.617 -1.445 -0.424
N -1.402492 -2.250128 -2.571458 -0.427 2.246 0.782 2.571
N -8.864116 -4.480093 3.249041 -0.898 0.072 0.801 -0.682
N 2.454062 -2.847502 2.530615 1.115 -0.164 0.538 -0.083
N 2.662641 0.044071 3.130052 -0.740 -0.583 0.010 1.518
N -2.433227 -6.991072 -0.342570 -0.491 -0.633 0.415 -0.209
N 2.278858 5.638561 1.343269 -0.487 -0.786 -0.488 0.325
N -3.351211 4.853783 -0.519611 -0.319 1.361 0.067 -0.379
N -0.836158 -4.005605 3.946055 0.558 -0.589 -2.559 0.760
N 8.733752 7.352080 -1.342500 -0.963 -0.501 -0.267 -0.880
N 1.553076 1.537163 0.639096 -0.719 -0.965 0.840 0.373
N -5.416559 2.007273 1.217288 1.013 0.868 0.424 -0.476
N -1.965328 1.877786 3.863444 -0.480 1.112 -0.574 0.269
N 1.368813 -2.109702 -9.808464 1.158 0.941 0.933 -0.726
N -0.772260 -0.014208 -5.745738 -0.103 0.471 0.504 -0.782
N 2.320925 3.844485 -1.086873 -0.127 -0.906 -0.452 -0.180
N 3.247369 4.647786 4.167668 1.786 -0.500 -1.163 -0.173
N -0.926850 -7.205884 -3.170220 -1.064 0.303 2.480 0.028
N 7.756339 3.581605 -7.028402 0.979 -0.146 -1.653 -0.717
C 2.175717 -5.459877 -2.443184 1.135 1.267 -0.862 -0.647
C -3.944623 8.584117 2.604350 0.540 -0.214 1.723 -0.947
C -0.634388 7.648390 3.400640 1.231 0.202 -0.595 -0.893
C 8.465349 7.490943 -3.740865 0.360 -0.917 -2.354 -1.537
C -0.355771 0.672489 -4.503383 -0.634 -1.399 -0.403 1.976
C 0.848389 -7.535078 3.284174 -1.377 0.043 -0.908 -0.913
C 1.752720 6.008147 -2.082881 -1.273 -1.341 -0.028 -0.273
C -8.462414 -0.396552 0.037761 0.267 -0.130 1.731 -0.895
C -0.024325 4.189476 -1.541547 0.446 0.291 -0.268 -0.357
C -3.496994 6.902576 1.067525 -0.077 -1.991 -0.540 -0.654
C -5.253148 -4.171678 -1.940151 -0.382 0.525 0.977 0.473
C 2.199010 4.183187 6.338033 0.556 1.518 0.219 -0.184
C -5.074461 -3.364045 -0.700976 -0.367 0.989 1.532 0.187
C 5.607158 4.632932 -6.559540 0.934 1.321 0.727 -1.327
C 3.338283 -4.917009 1.424927 -0.172 0.510 -1.727 -0.559
C -6.449320 -4.162079 3.408746 -0.934 1.520 1.365 -0.732
C 0.529803 1.804593 -4.849117 0.662 2.444 0.587 -1.685
C 6.310808 2.546191 -5.442821 0.988 -0.651 -0.318 -0.871
C 5.604944 4.867846 -0.694045 1.276 -0.445 -1.012 -0.604
C 2.314013 7.011993 1.831540 0.501 -0.273 -0.843 1.466
C 3.253975 -3.314339 1.384022 -1.981 -1.337 -0.306 2.731
C 1.008018 7.726109 1.456076 -0.426 -0.412 1.100 -1.203
C 0.792332 0.480848 -0.061389 -0.848 2.463 0.067 2.116
C 1.715403 -0.303946 -0.865696 0.824 -2.782 -1.243 -0.605
C 5.590569 0.670608 6.401541 -0.269 -0.172 -2.002 -0.820
C 4.585019 -2.703899 1.265854 1.685 -0.170 0.609 -1.915
C -0.624898 -7.277992 1.404711 -2.328 -0.043 1.278 -1.189
C 1.178206 -1.697713 7.762303 0.350 -1.047 0.112 -0.651
C -4.431958 -1.880777 -4.554917 -0.715 0.858 0.200 -0.924
C 3.662203 -1.987571 -5.322762 -1.104 0.295 -0.346 -0.812
C -0.158798 -0.252355 0.874045 0.344 0.061 -0.256 0.285
C -1.399811 -2.252502 0.769774 1.437 -0.672 0.010 -0.549
C 1.435223 7.598426 -3.770989 -0.587 0.566 -0.457 -0.809
C 4.848772 1.065342 2.759777 -0.872 0.445 -1.437 -1.374
C -0.806142 -3.447650 -2.963010 -0.205 -2.469 -0.062 2.732
C 3.923691 0.313070 3.724460 2.281 -0.012 1.818 0.987
C 7.760302 7.328541 -2.441913 0.525 0.832 -1.094 0.683
C -1.733505 -9.249540 -4.048169 0.306 0.432 -0.993 -1.026
C -0.691408 1.013034 5.676325 1.677 0.181 -0.341 -1.672
C -9.665300 -2.192461 6.086980 1.822 -1.244 -1.071 -0.741
C 0.585667 -3.735347 -2.445799 -0.187 -1.040 -0.155 -1.069
C -2.186980 4.779175 1.555899 2.328 0.283 0.993 -0.392
C 6.823743 3.833401 -6.027638 -2.155 0.500 1.333 0.871
C -0.971280 -3.060548 4.998805 -0.723 -1.270 2.110 1.040
C -0.939846 -3.620750 -4.443656 0.535 0.305 0.071 -1.379
C 0.333473 -2.853832 5.750591 0.403 1.138 0.009 -0.541
C -3.089194 0.458132 5.409401 -0.178 -0.838 -0.363 -1.436
C -4.271165 -0.010943 0.408203 1.283 -1.196 1.716 0.101
C 3.986544 -6.958423 0.295615 0.375 -1.330 0.935 -0.883
C 2.463137 -1.950181 -7.503406 1.213 -0.367 0.753 -0.641
C 0.766399 -8.367918 -4.540251 -1.129 -0.301 0.151 -1.431
C -0.804952 -8.013158 -4.297683 1.592 -1.757 -1.048 0.434
C 0.847222 4.172698 4.170313 0.080 0.897 0.356 0.144
C -1.647368 1.120392 -3.745165 1.644 0.291 1.866 0.498
C -7.846956 -3.754364 4.006065 1.230 -0.797 -0.659 0.368
C 1.412976 4.461367 -2.013943 -0.668 1.665 -0.503 0.618
C 3.610909 7.655792 1.271005 -0.554 0.776 0.839 -1.662
C -5.102889 1.182406 0.070300 -1.976 -1.402 -1.171 0.825
C 2.570642 -4.039057 -9.083409 0.467 -0.365 0.429 -1.520
C 1.775769 -2.829200 -8.605497 0.025 -0.762 1.326 0.759
C -8.015625 -2.270315 4.222353 -0.127 1.324 1.245 -0.716
C 3.713131 1.127655 5.000027 0.038 1.114 0.208 0.369
C -3.361054 5.314726 0.874178 -1.301 1.008 0.220 0.513
C -3.426806 2.670711 -3.833738 -0.378 -0.893 0.393 -0.355
C 2.062047 4.880510 4.918340 -1.007 -1.871 0.683 0.065
C -3.986982 -9.961682 -4.344616 -1.584 0.926 -0.264 -0.819
C 4.926526 1.778183 -3.695647 0.516 0.094 0.431 -0.497
C 3.276587 6.148414 7.234934 0.752 2.941 -0.009 -0.734
C -3.948338 -1.253212 4.047068 0.606 -1.089 0.416 0.718
C -1.955104 -3.825303 5.924159 -0.367 1.627 1.689 -1.809
C -3.056163 -6.422833 1.953741 1.810 1.086 -1.051 -1.335
C -6.495406 0.807444 -0.559792 1.764 0.394 0.600 -1.206
C -5.500374 -3.277484 -3.146288 -0.634 -2.044 1.428 -1.597
C -1.744294 0.688038 4.658173 -1.956 -0.035 0.641 2.913
C 6.877035 6.045769 -2.409636 1.146 0.465 -0.764 -0.637
C -1.877646 -6.492923 0.898283 1.063 0.840 0.310 1.116
H 7.247006 8.289944 -2.423670 -1.357 -0.375 0.585 0.260
H 8.495307 3.079141 -6.557694 0.445 -0.310 -0.586 0.340
H 4.564571 -1.620796 1.145096 -0.028 -0.050 -0.225 0.192
H 5.255307 4.305280 -7.537774 0.007 -0.455 0.154 0.357
H 3.387554 -1.519260 -7.887928 0.101 0.186 -0.207 0.438
H 2.316238 -5.282852 1.523378 -0.039 -0.124 0.402 -0.067
H 2.550954 -4.824705 -1.640785 -0.212 -0.197 0.258 0.119
H -1.592707 -4.817688 6.192368 0.023 -0.264 -0.826 0.332
H 1.084673 -2.787132 -10.501620 -0.496 0.375 0.049 0.230
H -1.555590 0.593977 -5.937063 -0.513 -0.191 -1.260 0.433
H 5.248172 -2.936116 2.099167 -0.083 0.100 0.410 0.374
H -1.140166 -8.225236 1.563902 0.606 -0.858 0.542 0.382
H 3.683720 3.771190 4.415209 -0.224 -0.423 -0.098 0.010
H 1.404463 -3.110093 -2.801793 -0.092 0.400 -0.186 0.491
H 5.625856 2.050607 -6.130814 -0.486 -0.003 -0.048 0.468
H -3.156483 -1.315697 3.300626 -0.111 0.195 -0.552 -0.671
H 1.037368 -2.252381 5.175374 0.283 -0.260 -0.401 0.098
H 0.670638 -1.448706 -9.499084 -0.443 -0.033 -0.834 0.281
H 0.941391 -1.020490 8.582914 -1.131 0.211 -0.339 0.264
H 2.943828 -4.729118 -8.326681 -0.346 0.247 0.448 0.291
H 3.702691 7.576984 0.187744 -0.130 -0.343 0.063 0.122
H -1.070170 -1.911035 -1.680018 0.231 0.219 0.037 -1.160
H -5.722736 2.928658 0.939055 0.272 0.260 -0.251 0.315
H -4.882013 -1.662719 3.661505 0.106 0.184 -0.046 -0.240
H 6.262503 0.451942 5.571614 1.323 -0.994 1.215 0.343
H -1.286458 5.321388 1.267534 0.143 -0.055 -0.651 -0.694
H 3.170665 0.659516 5.821414 -0.682 -0.564 -0.501 0.276
H 3.088459 -1.179000 -4.869851 -0.028 0.820 -0.459 0.134
H 1.970903 -4.651872 -9.756362 -0.101 0.092 -0.135 0.434
H -7.278748 -1.888686 4.929086 0.263 -0.665 0.980 0.482
H 5.880468 5.679180 -6.696552 0.299 0.102 -0.227 0.333
H 7.799418 7.873554 -4.514324 -0.448 -0.283 -0.131 0.355
H 1.772747 -7.430949 2.716001 0.163 0.022 0.215 0.218
H 0.653723 8.211807 -4.219437 -0.124 0.049 0.103 0.284
H 1.083420 8.797958 1.639294 -0.114 0.137 0.107 0.516
H -2.800247 -5.880988 2.864238 0.354 -0.330 0.029 0.126
H 0.853375 -3.100863 -8.092201 -0.047 -0.891 0.194 0.172
H 1.316824 -7.622832 -5.114688 -0.411 0.166 -0.169 0.283
H 8.165648 6.810577 -0.706789 0.555 0.057 1.346 0.346
H -1.967537 -2.928777 0.130672 -0.399 0.427 -0.058 -0.171
H -4.241888 4.906747 1.369954 -0.309 0.003 0.237 0.078
H 6.132353 6.028145 -3.205397 -0.454 0.335 0.009 0.363
H 4.582429 -1.642933 -5.794483 0.157 0.131 0.216 0.403
H 0.904767 3.088745 4.071205 0.322 -0.152 0.756 -0.682
H -8.736313 -0.495958 -1.012578 0.413 0.012 -0.033 0.350
H -1.732600 -7.337037 -0.982510 0.239 -0.044 -0.265 -0.029
H -0.322911 4.883944 -0.756275 -0.165 -0.078 0.073 -0.132
H -2.744887 2.277564 4.366005 0.223 1.290 0.248 0.477
H -3.986951 1.890006 -3.319134 -0.639 0.056 0.215 0.079
H -8.684572 -1.293740 0.615502 0.236 -0.541 -0.532 0.119
H -2.383349 -2.444091 -2.428656 -0.344 0.377 -0.218 -0.820
H -4.158904 -10.467782 -3.394665 0.261 -0.238 0.074 0.299
H 4.999556 -0.218919 6.619603 -0.326 -0.060 -0.122 0.272
H 0.378272 -0.680642 1.720337 0.554 -1.330 -0.379 -0.298
H -6.356128 -2.625001 -2.972946 -0.133 0.331 0.125 0.549
H -6.235680 -5.219258 3.566296 -0.303 0.060 -0.637 0.466
H 3.275850 3.794061 -1.411952 -0.157 0.150 0.051 -0.348
H 2.015575 0.814403 3.219521 0.064 0.277 -0.078 -1.021
H 0.173815 1.004264 -0.790486 -0.691 -0.023 -0.162 -0.414
H -1.537808 -9.698162 -3.074238 -0.345 0.401 0.517 0.310
H 0.849625 1.958994 1.228429 0.008 0.561 0.513 -0.026
H -3.366265 -7.436114 2.209102 -0.362 0.123 -0.167 0.412
H -0.503633 -6.289371 -3.138591 0.104 -0.081 -0.410 -0.221
H 2.757744 -5.177547 -3.320471 0.731 -0.289 -0.055 0.414
H -0.448747 0.306333 6.469912 -0.727 -0.121 0.056 0.354
H 3.837800 -2.558622 -4.411075 0.352 -0.851 -0.526 0.362
H -3.532308 -1.315657 -4.798589 -0.042 -0.013 0.385 0.031
H -1.961977 -3.419561 -4.764400 0.000 -0.157 -0.008 -0.014
H 1.924046 -1.147864 7.188280 0.536 -0.544 -0.156 0.078
H -3.393354 0.370928 0.929479 0.462 0.240 -0.262 -0.314
H 0.675651 7.552163 0.432658 0.552 0.160 -0.264 0.140
H -1.895409 -2.020541 1.712460 -0.218 0.046 -0.076 -0.305
H -2.953138 -3.796213 5.486900 0.019 -0.575 -0.105 0.534
H 1.272848 4.150313 6.911819 -0.234 0.455 -0.015 0.472
H 1.399179 4.076465 -3.033627 0.859 -0.247 -0.005 0.281
H -4.082900 3.210168 -4.516848 0.247 -0.296 -0.312 0.360
H -4.469127 1.550865 -0.736364 -0.349 1.528 0.188 -0.275
H 8.638457 8.317079 -1.060007 0.593 0.003 0.756 0.327
H -7.029382 1.757679 -0.564644 -0.404 0.028 -0.552 0.473
H -10.222648 -1.381570 6.555920 -0.250 -0.260 -0.379 0.254
H -1.273406 -7.482845 -5.126782 0.458 -0.328 -0.922 0.431
H 2.099310 8.270864 -3.227931 0.286 0.002 -0.030 0.309
H -2.124842 5.008934 2.619589 -0.669 -0.486 0.223 0.580
H 0.704767 -3.871066 5.874967 0.540 -0.079 0.524 0.530
H 1.314313 5.357777 1.238779 -0.565 0.167 -0.166 -0.326
H -6.342635 0.393316 -1.556417 -0.395 -0.248 -0.222 0.443
H -3.136977 3.389172 -3.066985 0.754 0.079 0.021 0.050
H 2.250072 4.414949 -0.256415 0.809 0.086 0.428 0.411
H -5.028916 8.692726 2.579706 0.049 0.592 0.148 0.332
H -9.646286 -4.461472 3.887764 -0.526 -0.470 -0.060 0.322
H 0.484007 -8.560028 3.214966 0.301 -0.292 0.072 0.403
H 3.184143 2.019632 4.664393 -0.464 -0.019 0.114 -1.161
H 2.764144 -0.116903 2.138151 -0.045 0.361 -0.252 -0.319
H -1.288028 1.664094 -2.871456 0.170 0.277 0.493 -0.106
H 7.489345 5.163612 -2.596647 0.557 -0.148 -0.289 0.288
H -2.010815 3.722156 1.356483 -0.193 -0.112 0.266 0.218
H 8.820830 6.519207 -4.083597 0.197 -0.135 -0.216 0.274
H 0.966940 -9.341996 -4.986408 -0.515 -0.019 -0.577 0.432
H 7.268866 2.960002 -7.657747 0.569 -0.359 -0.695 0.288
H -0.612835 -4.628217 -4.700917 0.052 0.277 -0.550 0.281
H -3.455471 8.731378 3.567235 -0.977 0.674 0.637 0.294
H 5.835256 1.509615 2.892365 -0.131 -0.186 1.282 0.353
H -1.565907 -0.117919 3.946343 0.503 -0.346 0.526 -1.476
H -0.711112 4.267444 -2.384371 -0.144 0.190 0.164 0.368
H 1.341213 1.676402 -5.565557 -0.393 -0.642 -0.230 0.438
H -1.436174 -10.048673 -4.727200 -0.389 -0.005 -0.598 0.542
H -0.403469 -4.889624 4.172763 0.799 0.097 0.421 -0.108
H -3.282250 -4.569214 -2.411052 -0.221 0.433 -0.310 0.100
H 1.790870 -1.148999 -7.196388 -0.137 0.097 -0.046 0.064
H 2.487604 -1.848346 2.674376 0.302 -0.070 0.111 -0.214
H -1.194375 -0.862769 -5.396635 -0.215 -0.506 -0.226 0.022
H -0.290347 -2.813744 -4.782735 0.151 -0.268 -1.000 0.225
H 2.525656 0.218934 -1.373819 0.013 0.434 0.530 0.707
H -5.800456 -3.984866 -3.919365 0.434 0.271 -0.862 0.522
H -1.930651 -7.169924 -3.064405 -0.264 0.882 0.621 0.323
H 3.477805 -3.742626 -9.609975 -0.108 0.338 -0.247 0.373
H 7.411346 4.252196 -5.210666 -0.612 0.940 0.235 -0.162
H -3.412346 9.337275 2.023368 -0.064 -0.461 -1.032 0.382
H 2.589444 6.695077 7.880757 -0.852 -0.627 0.181 0.346
H -2.629036 7.396260 0.630454 0.215 0.099 0.061 0.142
H -4.912316 -9.461032 -4.629584 -0.485 -0.381 0.188 0.276
H -2.293016 0.357991 -3.309284 0.218 -0.813 -0.377 0.049
H 1.033818 2.225655 -3.979193 0.120 -0.392 0.535 -0.058
H 4.424941 -7.489035 -0.549587 -0.059 0.758 -0.613 0.326
H 3.059014 -7.491920 0.503372 -0.486 0.121 0.104 0.220
H 2.310014 6.861152 2.911044 0.272 1.057 0.345 -0.270
H -4.594808 -0.727796 1.162824 -0.993 0.109 -0.019 -0.192
H -3.509003 1.380684 5.810352 0.465 0.351 0.015 0.467
H -3.558982 -1.865078 4.860775 -0.317 -0.609 0.136 0.388
H -1.381990 -2.165462 4.531647 0.011 0.183 0.595 -0.140
H -8.731845 -2.354592 6.625933 0.137 0.290 0.465 0.328
H -2.963314 -0.182699 6.282097 0.000 -0.627 -0.006 0.332
H -3.822031 -5.475475 -1.240631 -0.364 -0.299 0.221 0.138
H -0.775176 0.398447 1.494229 -0.649 0.810 -0.619 -0.238
H 0.266407 1.131591 5.169725 0.189 -0.039 -0.313 0.010
H 5.221547 1.622931 -2.657875 0.081 -0.589 -0.032 0.205
H -0.093237 4.439254 4.652595 -0.054 -0.264 0.204 0.591
H 6.179283 3.963051 -0.892955 -0.020 -0.462 -0.147 0.466
H -0.043673 2.686947 -5.133157 -0.246 -0.078 -0.633 0.268
H -4.389067 7.224262 0.530109 -0.171 0.120 -0.227 0.477
H 0.097073 7.742584 4.203266 0.405 -0.138 0.056 0.346
H 4.675316 -7.217273 1.099789 0.099 0.022 0.473 0.385
H 1.641269 6.397132 -1.070774 0.225 0.069 0.132 -0.647
H 2.792674 -2.941508 0.469520 -0.581 -0.822 -0.547 -1.271
H 1.931209 7.119484 -4.615207 0.443 -0.177 0.079 0.281
H -0.863297 2.027212 6.036886 -0.321 -0.112 0.431 0.456
H -0.037699 3.163396 -1.174022 -0.208 0.001 0.108 -0.197
H -3.785503 -5.769599 1.474747 -0.589 -0.605 -0.002 0.361
H 0.961249 -7.310825 4.344869 0.030 0.433 -0.200 0.270
H 3.646823 8.720275 1.502700 -0.186 0.264 0.024 0.490
H -1.772617 -4.362127 3.819442 -0.281 0.205 -0.794 -0.443
H 3.869911 2.038532 -3.633281 -0.121 0.683 -0.480 0.110
H 4.511039 7.278562 1.756360 -0.095 -0.483 -0.166 0.382
H -1.416495 6.985015 3.769888 -0.029 0.058 -0.486 0.285
H 3.966238 -5.172019 2.278583 0.024 -0.281 -0.017 0.526
H 4.162656 1.844350 2.427388 0.297 0.620 -0.280 0.095
H -2.511206 1.707684 3.030873 0.329 -0.711 -0.735 -0.508
H -9.139214 0.278437 0.561636 0.003 0.804 -0.456 0.347
H -5.914660 -2.695990 -0.511573 -0.209 0.051 0.276 0.235
H 1.962492 5.963253 4.994838 -0.658 -0.179 0.105 0.849
H 4.984977 0.887398 -4.321087 0.177 -0.269 0.320 0.349
H 0.685253 4.432547 3.124203 0.443 0.735 0.057 -0.956
H -0.465623 -2.779564 0.963697 -0.136 -0.613 0.756 0.143
H 3.303377 6.730778 6.313931 -0.933 -0.629 -1.020 0.157
H 0.131637 -7.467734 0.643288 0.378 0.612 0.090 0.455
H -3.079024 -7.736906 -0.126317 -0.094 -0.354 -0.274 0.248
H 2.547254 5.030269 2.103563 0.696 -0.215 0.259 -0.369
H -1.455936 -5.546791 0.559017 -0.402 0.846 0.859 -0.412
H -1.376402 -4.258104 -2.509065 -0.024 -0.664 0.243 -1.533
H -4.912792 -4.012594 0.160036 -0.440 -0.227 0.152 -0.175
H 1.344609 -8.478491 -3.622894 -0.548 0.392 0.566 0.271
H -4.722181 -2.471431 -5.423825 0.258 -0.608 0.090 0.295
H 4.678754 4.796553 -1.264298 -0.010 0.350 0.347 -0.021
H 4.796263 4.721464 -5.836568 -0.118 -0.623 0.002 0.232
H -7.697488 -1.542067 3.476340 -0.985 -0.410 -1.241 0.252
H 5.489853 4.887096 0.389692 -0.361 0.540 -0.210 0.248
H -4.183425 -2.738484 -0.647803 0.128 0.041 -0.740 -0.691
H 2.781815 6.160005 -2.408462 0.121 -0.056 -0.154 0.584
H -10.100123 -3.190820 6.038878 -0.906 0.221 0.783 0.270
H 4.204931 6.637245 7.530440 0.864 -1.232 0.948 0.363
H 9.311667 8.164447 -3.875909 0.109 0.117 1.091 0.372
H -4.310851 4.837023 -0.834109 0.101 -0.294 -0.424 0.335
H -1.001204 8.661121 3.233568 -0.336 0.008 -0.170 0.278
H -7.964264 -4.130255 5.022446 0.346 -0.454 0.082 0.330
H -2.908549 3.952538 -0.628727 -0.147 -0.050 0.149 -0.099
H 5.058233 -3.214598 0.427194 0.090 0.458 -0.361 0.518
H -3.900916 -0.639699 -0.401541 -0.226 0.464 -0.454 -0.155
H 7.172030 1.887014 -5.333767 0.318 -0.466 -0.178 0.290
H -3.812902 -10.655544 -5.167029 0.731 -0.163 0.066 0.308
H -5.678259 -3.614349 3.950566 0.187 0.038 0.040 0.008
H 1.497388 -3.107156 2.724103 -0.075 -0.788 -0.786 0.006
H -9.267922 -4.031191 2.439385 0.604 0.495 -0.382 0.246
H -6.463381 -3.752728 2.398635 0.308 -0.697 -0.304 0.047
H 0.239639 -0.062646 -3.961941 -0.394 0.019 0.639 -0.344
H 2.465626 3.135555 6.198457 0.363 0.213 -0.024 -0.043
H 1.450157 -2.608389 8.295975 1.430 0.096 -0.034 0.372
H -5.299579 -1.253827 -4.349297 0.065 0.935 -0.698 0.432
H 4.038116 5.260837 4.305502 -0.351 0.756 0.302 0.298
H 1.226004 -0.827858 -1.686739 -0.500 0.111 -0.156 -0.691
H 5.008179 0.493120 1.845855 -0.239 -0.461 -0.041 0.276
H -6.231137 1.641444 1.689252 0.073 -0.554 0.166 0.220
H -6.063593 -4.886569 -1.798021 -0.682 0.424 -0.094 0.469
H 2.101248 -1.160250 -0.312564 0.606 0.123 0.352 -0.717
H 2.415467 -6.493270 -2.192716 -0.935 -0.135 -0.075 0.104
H -2.074427 -3.426800 6.931661 -0.095 0.711 0.036 0.304
H 4.409755 -0.585479 4.104531 -0.051 -0.636 -0.492 0.181
H 1.765090 2.247152 -0.047242 0.453 0.339 -0.293 -0.554
H 5.989108 0.993434 7.363333 0.189 0.665 -0.492 0.259
H 0.526214 -3.704772 -1.357846 0.322 0.227 0.307 0.305
```
Forces are in eV/Å.

Calculated values
Gap between HOMO and LUMO ... 8.91 eV
Net charge ... 0
E ... -5490.1875 hartree
ΔE to the lowest compared entry with this formula, charge and spin ... 10.391 eV